(1)
ORCA calculation (ωB97M-V/def2-TZVPD) on 2 unconnected molecules or ions with the total composition C6H10OS at a distorted geometry.

Charge = 0
Calculated total energy = -707.85711 Ha
Orbital gap = 8.75 eV
LUMO = 0.028 eV

CARTESIAN COORDINATES (ANGSTROEM)
1 C 0.43384 0.32840 2.44314
2 C 0.18971 0.17603 -0.31611
3 C 0.48499 1.71205 -0.81332
4 C 0.38146 -0.88603 -1.46953
5 C -0.89376 -1.68619 -0.84287
6 C -1.20372 -0.43826 -0.10009
7 H 0.51789 -0.33124 3.52768
8 H -0.72551 0.49172 2.09387
9 H 0.73945 1.31921 2.78664
10 H 1.69272 1.69190 -0.87495
11 H -0.01165 1.85235 -1.85384
12 H -0.10319 2.47441 -0.08493
13 H 1.58436 -1.23274 -2.22293
14 H -0.06633 -0.17753 -2.31790
15 H -1.67109 -2.15759 -1.52350
16 H -0.55481 -2.63411 -0.23340
17 O -2.19686 -0.24949 0.65020
18 S 1.40249 -0.25289 1.15183

(2)
ORCA calculation (ωB97M-V/def2-TZVPD) on C6H10S in the gas phase at a distorted geometry.

Charge = 0
Calculated total energy = -632.64888 Ha
Orbital gap = 8.65 eV
LUMO = 0.790 eV
Structure (SMILES) = C[C@H]1C[C@@H]1/C=C/S

CARTESIAN COORDINATES (ANGSTROEM)
1 C 1.66321 0.08977 1.65585
2 C 0.66677 -0.03082 0.41510
3 C -0.60684 -0.53649 0.73773
4 C -0.40996 0.95954 0.34183
5 C -0.94868 1.07494 -0.92670
6 C -0.76131 0.04529 -1.69832
7 S -1.46371 -0.85856 -3.09912
8 H 2.71051 -0.13822 1.40399
9 H 1.30772 -0.55204 2.46206
10 H 1.58860 1.08963 2.07282
11 H 1.14654 -0.28627 -0.48006
12 H -1.31701 -1.18122 0.00801
13 H -0.77585 -0.85676 1.71775
14 H -0.58020 1.80141 1.02531
15 H -1.28787 2.04569 -1.30120
16 H -0.18507 -0.68049 -1.21272
17 H -0.74685 -1.98541 -3.12236

(3)
ORCA calculation (ωB97M-V/def2-TZVPD) on C6H10Si3 in the gas phase at a distorted geometry.

Charge = 0
Calculated total energy = -1103.00424 Ha
Orbital gap = 9.70 eV
LUMO = 0.546 eV
Structure (SMILES) = [SiH3][Si@H]1[SiH2]c2ccccc21

CARTESIAN COORDINATES (ANGSTROEM)
1 Si 3.30482 0.54985 0.48470
2 Si 1.42825 -0.28960 -0.73268
3 Si 0.40801 -2.28987 0.02716
4 C -0.93938 -0.93936 0.19746
5 C -2.25604 -0.76166 0.58630
6 C -2.97469 0.37535 0.24785
7 C -2.28731 1.51542 -0.27182
8 C -0.98142 1.35652 -0.60053
9 C -0.35275 0.18391 -0.33037
10 H 3.54922 1.21314 1.78388
11 H 4.49602 -0.33572 0.28502
12 H 3.76700 1.67440 -0.40143
13 H 1.87424 0.24554 -2.08738
14 H 0.81088 -2.79630 1.36032
15 H -0.13783 -3.32326 -1.01064
16 H -2.72667 -1.56960 1.07477
17 H -3.94091 0.35703 0.62890
18 H -2.70959 2.53258 -0.38141
19 H -0.33184 2.30162 -0.86007

(4)
ORCA calculation (ωB97M-V/def2-TZVPD) on a molecular structure, C6H11BBr15ClF2O5SSi2 at a distorted geometry.

Charge = 0
Calculated total energy = -40883.77456 Ha
Orbital gap = 9.58 eV
LUMO = -0.430 eV

CARTESIAN COORDINATES (ANGSTROEM)
1 O 3.55119 -1.94213 0.37568
2 S 2.49511 -1.83923 -0.65544
3 O 2.91809 -2.21185 -2.02447
4 F 1.25192 -2.88275 -0.27512
5 Si 1.56426 0.16737 -0.67020
6 Cl 1.97782 1.14226 1.14197
7 O -0.08700 -0.09528 -0.99024
8 Si -1.14460 0.84811 -0.01657
9 F -1.05163 0.45679 1.63785
10 C -2.92647 0.33204 -0.52407
11 B -2.85282 -1.28339 -0.70417
12 O -2.43860 -1.86395 -1.94739
13 O -3.14780 -2.19179 0.36006
14 H 2.20748 0.95647 -1.72878
15 H -1.01620 2.27697 -0.25963
16 H -3.25722 0.84343 -1.46566
17 H -3.60107 0.53086 0.34926
18 H -3.20648 -1.89149 -2.53593
19 H -2.37836 -2.24379 0.95341
20 C 0.38397 -5.32160 2.45648
21 Br -0.56293 -6.99652 2.66352
22 Br -0.72103 -3.96878 1.62157
23 Br 1.13168 -4.70555 4.13282
24 H 1.21749 -5.50825 1.78558
25 C -1.02204 5.50057 1.77516
26 Br 0.36087 6.17456 0.59932
27 Br -1.06364 3.56363 1.79521
28 Br -0.87134 6.23703 3.55941
29 H -1.97223 5.83456 1.37266
30 C -4.30102 8.57795 0.33288
31 Br -2.91219 9.24296 -0.84022
32 Br -4.35712 6.64179 0.35005
33 Br -4.14284 9.30477 2.11974
34 H -5.24902 8.91987 -0.06853
35 C 3.86724 1.79115 -4.65046
36 Br 4.65458 3.36678 -5.45270
37 Br 4.35140 1.61741 -2.78395
38 Br 1.94711 1.73786 -4.89795
39 H 4.27923 0.93063 -5.16688
40 C 3.33036 -8.47642 1.63695
41 Br 2.64914 -8.10980 -0.13825
42 Br 3.84023 -6.85088 2.55781
43 Br 2.08902 -9.53534 2.67914
44 H 4.23045 -9.06956 1.51675

(5)
ORCA calculation (ωB97M-V/def2-TZVPD) on a molecular structure, C6H11BErN2O4 at a distorted geometry.

Charge = +3
⟨S²⟩ = 3.77
Multiplicity = 4
Calculated total energy = -1684.50185 Ha
Orbital gap (spin up / spin down) = 9.71 / 4.00 eV
LUMO (spin up / spin down) = -11.547 / -14.911 eV

CARTESIAN COORDINATES (ANGSTROEM)
1 N -1.19108 1.94192 0.41538
2 B -1.41607 0.78528 -0.40948
3 O -1.95714 1.07399 -1.65709
4 C -0.95342 -0.71252 -0.08957
5 N -1.53268 -1.37987 1.08383
6 C -0.50779 -1.86991 1.89492
7 O -0.49841 -2.11526 3.05754
8 C 0.79654 -1.91302 0.96933
9 C 0.52825 -0.58856 0.25026
10 C 1.23190 -0.23855 -1.06583
11 C 1.92334 1.12703 -0.94971
12 O 1.91210 1.92089 -1.87871
13 O 2.53486 1.31984 0.20874
14 H -2.03214 2.51390 0.54614
15 H -0.82756 1.68467 1.33223
16 H -2.06988 0.23999 -2.14614
17 H -1.05129 -1.34844 -0.98708
18 H -2.33805 -1.99727 0.97025
19 H 1.65721 -1.95022 1.64677
20 H 0.72886 -2.78730 0.30562
21 H 0.72613 0.20207 0.98684
22 H 1.97819 -0.96379 -1.42367
23 H 0.47131 -0.12000 -1.85194
24 H 2.31895 2.14983 0.66512
25 Er -0.43213 3.02528 -1.87373

(6)
ORCA calculation (ωB97M-V/def2-TZVPD) on C6H11BO in the gas phase at a distorted geometry.

Charge = 0
Calculated total energy = -335.27874 Ha
Orbital gap = 9.39 eV
LUMO = 0.475 eV
Structure (SMILES) = C=C(/C=C/C)B(C)O

CARTESIAN COORDINATES (ANGSTROEM)
1 C 1.86061 -0.82613 -1.45994
2 C 0.88969 -0.13098 -0.83473
3 C -0.37895 -0.83998 -0.35363
4 C -0.51787 -1.44327 0.84387
5 C -1.97538 -1.79793 1.24647
6 B 1.00085 1.47901 -0.51884
7 C -0.14320 1.98208 0.47641
8 O 1.90123 2.05863 -1.30099
9 H 1.76692 -1.91548 -1.68121
10 H 2.66950 -0.32857 -1.76513
11 H -1.20268 -0.70632 -1.11948
12 H 0.25784 -1.52500 1.52591
13 H -2.06012 -1.99229 2.35830
14 H -2.47411 -0.83803 1.19010
15 H -2.43184 -2.60177 0.51097
16 H -0.05632 1.60566 1.52932
17 H -1.05186 1.77370 0.07544
18 H -0.03424 3.03747 0.57252
19 H 1.97995 3.00919 -1.29535

(7)
ORCA calculation (ωB97M-V/def2-TZVPD) on 2 unconnected molecules or ions with the total composition C6H11Br2N2 at a distorted geometry.

Charge = +1
Calculated total energy = -5492.38810 Ha
Orbital gap (spin up / spin down) = 7.60 / 7.60 eV
LUMO (spin up / spin down) = -5.822 / -5.823 eV

CARTESIAN COORDINATES (ANGSTROEM)
1 C 0.79298 1.26571 0.38471
2 C -0.09736 0.30004 -1.54337
3 C -0.84914 -0.43335 0.60886
4 C 2.10578 0.30192 0.24929
5 C 0.94989 -0.87938 -1.46912
6 C 0.43294 -1.23548 0.82918
7 N -0.38079 0.68467 -0.22438
8 N 1.38606 -0.93946 -0.05355
9 Br -4.84704 0.14240 1.51015
10 Br 1.07111 -1.79133 2.43986
11 H 0.49677 1.51330 1.39198
12 H 1.04636 2.14197 -0.12023
13 H 0.14384 1.33101 -2.07206
14 H -0.98225 -0.08214 -1.95216
15 H -1.77113 -0.80048 0.02301
16 H -1.23061 -0.01343 1.62708
17 H 2.90941 0.57195 -0.51053
18 H 2.58232 0.41891 1.29208
19 H 0.62540 -1.78252 -1.78141
20 H 1.87530 -0.57075 -2.05251
21 H -6.25982 -0.14355 1.42312

(8)
ORCA calculation (ωB97M-V/def2-TZVPD) on a molecular structure, C6H11BrHfN2 at a distorted geometry.

Charge = +3
⟨S²⟩ = 0.76
Multiplicity = 2
Calculated total energy = -2965.44230 Ha
Orbital gap (spin up / spin down) = 1.79 / 1.86 eV
LUMO (spin up / spin down) = -16.092 / -16.062 eV

CARTESIAN COORDINATES (ANGSTROEM)
1 C 29.32942 1.04549 34.42807
2 C 28.40276 0.35589 33.43117
3 N 27.17948 -0.08900 34.04071
4 C 26.85707 -1.34884 34.40708
5 C 25.61945 -1.30229 35.07753
6 N 25.14161 -0.04049 35.04499
7 C 26.06160 0.66382 34.31661
8 C 23.89766 0.44641 35.58917
9 H 30.27530 1.21354 33.91312
10 H 29.54645 0.41991 35.29389
11 H 28.88843 1.97024 34.80017
12 H 28.87870 -0.50297 32.95795
13 H 27.99547 0.93333 32.60125
14 H 27.51546 -2.19373 34.26898
15 H 25.10313 -2.06537 35.64101
16 H 26.07850 1.72123 34.09749
17 H 23.70134 1.38087 35.06351
18 H 23.97857 0.62705 36.66105
19 H 23.02242 -0.15275 35.33805
20 Hf 23.93576 -6.74244 37.46728
21 Br 23.28524 -4.12860 36.65336

Copy entry 5 word for word.
ORCA calculation (ωB97M-V/def2-TZVPD) on a molecular structure, C6H11BErN2O4 at a distorted geometry.

Charge = +3
⟨S²⟩ = 3.77
Multiplicity = 4
Calculated total energy = -1684.50185 Ha
Orbital gap (spin up / spin down) = 9.71 / 4.00 eV
LUMO (spin up / spin down) = -11.547 / -14.911 eV

CARTESIAN COORDINATES (ANGSTROEM)
1 N -1.19108 1.94192 0.41538
2 B -1.41607 0.78528 -0.40948
3 O -1.95714 1.07399 -1.65709
4 C -0.95342 -0.71252 -0.08957
5 N -1.53268 -1.37987 1.08383
6 C -0.50779 -1.86991 1.89492
7 O -0.49841 -2.11526 3.05754
8 C 0.79654 -1.91302 0.96933
9 C 0.52825 -0.58856 0.25026
10 C 1.23190 -0.23855 -1.06583
11 C 1.92334 1.12703 -0.94971
12 O 1.91210 1.92089 -1.87871
13 O 2.53486 1.31984 0.20874
14 H -2.03214 2.51390 0.54614
15 H -0.82756 1.68467 1.33223
16 H -2.06988 0.23999 -2.14614
17 H -1.05129 -1.34844 -0.98708
18 H -2.33805 -1.99727 0.97025
19 H 1.65721 -1.95022 1.64677
20 H 0.72886 -2.78730 0.30562
21 H 0.72613 0.20207 0.98684
22 H 1.97819 -0.96379 -1.42367
23 H 0.47131 -0.12000 -1.85194
24 H 2.31895 2.14983 0.66512
25 Er -0.43213 3.02528 -1.87373

calculated total energy of number 1 (C6H10OS)?
-707.85711 Ha